Formula: C15H31N5O3
Source: the OMol25 dataset
Level of theory: ωB97M-V/def2-TZVPD

Results
Energy = -29646.542 eV
ΔE to the lowest compared entry with this formula, charge and spin = 0.0000 eV
Spin multiplicity = 1

Atoms and positions in Å:
C1 6.8651 0.4521 0.5683
C2 6.2601 1.2064 -0.6073
C3 5.1744 2.2054 -0.2157
C4 3.8229 1.8435 -0.7941
C5 3.2524 0.6346 -0.1120
N1 1.9003 0.3380 -0.5537
C6 0.8528 0.5691 0.2352
N2 0.9537 1.0823 1.4485
C7 -0.2817 1.1681 1.8477
N3 -1.1756 0.7425 0.9647
C8 -2.6302 0.7862 1.1187
C9 -3.0365 0.9690 2.5819
C10 -4.4474 0.4015 2.8850
O1 -4.3495 -1.0347 3.0522
C11 -5.4394 -1.7449 2.4913
C12 -5.3306 -1.8617 1.0451
O2 -6.3722 -2.1535 3.1824
N4 -0.4305 0.3049 -0.1179
C13 -1.0308 -0.2981 -1.3256
C14 -0.0235 -0.6954 -2.3608
C15 -0.5835 -1.6310 -3.4044
N5 -1.9877 -1.3549 -3.6699
H1 7.0974 -0.5552 0.2931
H2 7.7754 0.9157 0.8774
H3 6.1900 0.4031 1.3989
H4 7.0508 1.7058 -1.1322
H5 5.8531 0.4847 -1.2867
H6 5.0657 2.1471 0.8492
H7 5.4451 3.1999 -0.4963
H8 3.9533 1.6126 -1.8323
H9 3.1327 2.6582 -0.7179
H10 3.8415 -0.2176 -0.3884
H11 3.2840 0.6986 0.9534
H12 1.8028 -0.0194 -1.4772
H13 -0.5331 1.5794 2.7894
H14 -3.0656 -0.0841 0.7555
H15 -3.0217 1.5893 0.5238
H16 -3.0645 2.0161 2.8224
H17 -2.3725 0.4247 3.2181
H18 -5.1341 0.6143 2.0896
H19 -4.8023 0.8219 3.8034
H20 -4.3666 -1.6869 0.6721
H21 -6.0528 -1.1737 0.6447
H22 -5.6151 -2.8406 0.7333
H23 -1.7128 0.4074 -1.7561
H24 -1.5977 -1.1732 -1.0652
H25 0.3751 0.1725 -2.8613
H26 0.8073 -1.2100 -1.9220
H27 -0.4525 -2.6400 -3.0766
H28 -0.0312 -1.4575 -4.3090
H29 -2.2631 -1.8723 -4.4847
H30 -2.4939 -1.7909 -2.9084
O3 -3.6507 -3.1066 -0.8973
H31 -3.4067 -3.5528 -0.0723



Formula: C18H39IrN4OPSi
Source: the OMol25 dataset
Level of theory: ωB97M-V/def2-TZVPD

Results
⟨S²⟩ = 8.806
Energy = -47304.678 eV
ΔE to the lowest compared entry with this formula, charge and spin = 0.0000 eV
Spin multiplicity = 6

Atoms and positions in Å:
Ir1 0.1573 -0.2218 -1.5770
Si1 0.4024 -2.3068 -2.4852
P1 0.6232 1.1168 -3.2729
N1 -1.3498 0.0749 -0.6489
H1 3.4265 1.6077 -0.9894
C1 0.9049 2.8663 -2.8700
H2 1.2081 3.4274 -3.7656
H3 1.6923 2.9527 -2.1104
H4 -0.0181 3.3070 -2.4745
C2 2.0847 0.6228 -4.2301
H5 2.1820 1.2702 -5.1107
H6 1.9942 -0.4189 -4.5552
H7 2.9828 0.7287 -3.6082
C3 -0.8265 1.0731 -4.3526
H8 -0.6242 1.6313 -5.2723
H9 -1.6744 1.5273 -3.8261
H10 -1.0639 0.0320 -4.5920
C4 2.1181 -3.1032 -2.5093
H11 2.4570 -3.2838 -1.4799
H12 2.8325 -2.4603 -3.0374
H13 2.0302 -4.0672 -3.0365
H14 -0.3945 -3.2110 -1.6005
H15 -0.1337 -2.3560 -3.8847
C5 -2.6591 0.0743 -0.9426
C6 -4.8917 1.0215 -0.6955
C7 -3.5337 1.0973 -0.4447
C8 -3.2033 -0.9218 -1.8105
C9 -4.5566 -0.9499 -2.0779
C10 -5.4111 -0.0034 -1.5054
H16 -5.5657 1.7680 -0.2672
H17 -3.0843 1.9290 0.1094
H18 -2.5126 -1.6375 -2.2630
H19 -4.9581 -1.7193 -2.7338
H20 -6.4832 -0.0575 -1.7006
C11 3.1803 0.6802 -0.4607
O1 2.0047 -0.0715 -0.7638
C12 3.0544 1.0193 1.0282
H21 3.3342 2.0605 1.2255
H22 3.7303 0.3526 1.5906
H23 2.0251 0.8650 1.3798
C13 4.3204 -0.2939 -0.7389
H24 5.2573 0.2510 -0.9067
H25 4.1018 -0.9371 -1.5945
H26 4.4368 -0.9654 0.1230
C14 -2.5352 0.4345 2.7857
N2 -1.5347 0.1251 3.7906
C15 -2.0177 0.0009 5.1481
C16 -0.3401 -0.4197 3.3799
N3 -0.0723 -0.8029 2.1678
N4 0.6509 -0.6226 4.3180
C17 0.8438 0.1664 5.5125
C18 1.8526 -1.2097 3.7653
H27 -3.4184 0.8466 3.2817
H28 -2.8287 -0.4642 2.2209
H29 -2.1452 1.1682 2.0681
H30 -1.6364 -0.9098 5.6256
H31 -1.7400 0.8771 5.7501
H32 -3.1131 -0.0477 5.1194
H33 -0.7681 -0.5424 1.4629
H34 1.7777 -0.1765 5.9764
H35 0.9506 1.2443 5.3016
H36 0.0380 0.0206 6.2374
H37 1.5461 -1.7462 2.8593
H38 2.5769 -0.4355 3.4697
H39 2.3164 -1.8773 4.4973



Formula: C2H7NO
Source: the OMol25 dataset
Level of theory: ωB97M-V/def2-TZVPD

Results
Energy = -5722.453 eV
ΔE to the lowest compared entry with this formula, charge and spin = 2.7889 eV
SMILES = C=NO.C
Spin multiplicity = 1

Atoms and positions in Å:
C1 -1.8170 0.3329 0.0492
N1 -0.7771 0.3771 0.7997
O1 -0.8149 -0.4306 1.9219
H1 -1.8390 0.9837 -0.8085
H2 -2.7671 -0.0543 0.4053
H3 0.1076 -0.4776 2.2147
C2 1.5961 -0.1413 -0.9061
H4 0.4492 -0.0176 -0.6617
H5 1.6534 -0.4776 -1.9358
H6 2.1523 0.7846 -0.8203
H7 2.0567 -0.8793 -0.2584



Formula: C6H7N
Source: the OMol25 dataset
Level of theory: ωB97M-V/def2-TZVPD

Results
Energy = -7815.048 eV
ΔE to the lowest compared entry with this formula, charge and spin = 10.5988 eV
Spin multiplicity = 1

Atoms and positions in Å:
C1 -0.6179 1.1573 1.0913
C2 -0.8577 1.4964 -0.2897
N1 -1.2407 -0.9193 -0.5512
C3 -0.6620 0.1785 -1.0863
C4 0.3504 0.5055 0.2241
C5 0.9788 -0.7834 0.7281
C6 1.8851 -1.4420 0.0214
H1 -0.3558 2.0445 1.6632
H2 -0.4052 2.4171 -0.6860
H3 -2.2524 -0.8208 -0.4762
H4 -0.8088 0.3929 -2.1476
H5 0.3632 -1.1885 1.5170
H6 2.1979 -1.0842 -0.9465
H7 2.4125 -2.2082 0.5751



Formula: C6H15N
Source: the OMol25 dataset
Level of theory: ωB97M-V/def2-TZVPD

Results
Energy = -7952.898 eV
ΔE to the lowest compared entry with this formula, charge and spin = 2.8682 eV
SMILES = CCCCCNC
Spin multiplicity = 1

Atoms and positions in Å:
C1 -1.3133 -0.9501 -2.6311
C2 -0.3292 0.1239 -2.5142
C3 0.4242 0.3801 -1.0823
C4 -0.1326 -0.3220 0.0456
C5 0.8139 -0.3880 1.2593
N1 1.0693 0.8438 2.1217
C6 0.1957 0.7428 3.3308
H1 -2.1808 -0.6522 -2.1586
H2 -1.0606 -1.8110 -2.0668
H3 -1.5450 -1.1133 -3.7527
H4 0.4855 -0.0936 -3.2845
H5 -0.6621 1.0557 -2.8712
H6 1.3853 0.1062 -1.2471
H7 0.4682 1.5058 -0.8479
H8 -0.2149 -1.4063 -0.3917
H9 -1.1718 0.0202 0.3860
H10 1.9344 -0.7965 1.0175
H11 0.5721 -1.1240 2.0016
H12 1.1701 1.8174 1.7336
H13 -0.8792 0.5158 2.9927
H14 0.5650 -0.1517 3.9058
H15 0.4058 1.6971 4.0535



Formula: C2H7N4O
Source: the OMol25 dataset
Level of theory: ωB97M-V/def2-TZVPD

Results
Energy = -10182.044 eV
ΔE to the lowest compared entry with this formula, charge and spin = 7.2496 eV
Spin multiplicity = 1
Total charge = +1

Atoms and positions in Å:
C1 2.5013 1.4428 0.1096
C2 2.4015 0.2374 0.2063
N1 -1.1315 0.1152 -0.3854
N2 -2.0926 -0.1627 0.3533
N3 -3.3586 0.0712 0.2387
N4 2.4459 -1.1070 0.1915
O1 0.1145 -0.2743 -0.0993
H1 2.7477 2.4655 -0.0144
H2 -1.2942 0.4718 -1.3132
H3 -3.9646 -0.3698 0.9029
H4 -3.6816 0.8084 -0.3810
H5 3.3394 -1.5371 0.0778
H6 1.8587 -1.3890 -0.6001
H7 0.1142 -0.7724 0.7132



Formula: C10H40N16O10
Source: the OMol25 dataset
Level of theory: ωB97M-V/def2-TZVPD

Results
Energy = -55337.821 eV
ΔE to the lowest compared entry with this formula, charge and spin = 6.3281 eV
SMILES = NC(N)=O.NC(N)=O.NC(N)=O.NC(N)=O.NC(N)=O.NC(N)=O.NC(N)=O.NC(N)=O.CO.CO
Spin multiplicity = 1

Atoms and positions in Å:
N1 -13.8420 9.0824 -10.5215
C1 -13.8807 8.4522 -9.3593
N2 -14.8730 7.6075 -9.2302
O1 -13.1107 8.7374 -8.4266
H1 -13.2282 9.8807 -10.5998
H2 -14.4449 8.8024 -11.2820
H3 -14.9743 7.3843 -8.2504
H4 -15.7421 7.6159 -9.7448
N3 -20.6406 7.1282 -6.0442
C2 -19.5035 6.4927 -5.7191
N4 -19.2210 5.4004 -6.4406
O2 -18.7397 6.8665 -4.8657
H5 -21.2960 6.7179 -6.6938
H6 -20.8559 7.9035 -5.4337
H7 -19.7673 5.3158 -7.2859
H8 -18.5373 4.7036 -6.1815
N5 -14.2761 9.9054 -3.5506
C3 -13.6753 10.2570 -2.4275
N6 -14.4822 10.1592 -1.4064
O3 -12.5056 10.5532 -2.3444
H9 -15.1148 9.3458 -3.4904
H10 -13.8662 9.8828 -4.4734
H11 -14.1197 10.4479 -0.5090
H12 -15.4585 9.9176 -1.4992
N7 -18.3603 14.7061 -13.1464
C4 -18.0357 13.5036 -12.7897
N8 -18.4721 13.1574 -11.6215
O4 -17.4367 12.8422 -13.6171
H13 -18.7634 15.2779 -12.4179
H14 -18.1900 14.9043 -14.1220
H15 -18.1542 12.2914 -11.2103
H16 -19.0181 13.6667 -10.9414
N9 -15.7682 8.3626 -16.1157
C5 -14.8414 8.5229 -17.0777
N10 -15.2158 9.6274 -17.5936
O5 -13.9919 7.7701 -17.5203
H17 -16.1972 9.1466 -15.6452
H18 -15.8720 7.4171 -15.7758
H19 -16.0289 10.0746 -17.1950
H20 -14.8571 9.8473 -18.5118
N11 -11.4867 12.5230 -13.8382
C6 -10.5664 12.6774 -12.8647
N12 -9.3835 12.3736 -13.3948
O6 -10.8733 13.0821 -11.7456
H21 -12.3916 12.9695 -13.7939
H22 -11.1167 12.0738 -14.6637
H23 -8.4848 12.5862 -12.9860
H24 -9.3047 11.8668 -14.2649
N13 -21.8502 8.4651 -12.0916
C7 -21.4919 7.3104 -11.6362
N14 -22.4804 6.4361 -11.6439
O7 -20.3164 6.9592 -11.4075
H25 -21.1569 9.1470 -12.3646
H26 -22.8365 8.5705 -12.2820
H27 -22.3521 5.4937 -11.3040
H28 -23.3554 6.6801 -12.0854
N15 -8.3465 10.4915 -7.7422
C8 -7.8197 11.5203 -7.1551
N16 -8.5973 12.0991 -6.2920
O8 -6.6641 11.9245 -7.2291
H29 -9.3252 10.2722 -7.6230
H30 -7.7013 10.1664 -8.4479
H31 -9.5120 11.7057 -6.1223
H32 -8.2472 12.8471 -5.7107
C9 -15.7787 2.4590 -12.3675
O9 -15.0389 3.6857 -12.6365
H33 -16.8634 2.5615 -12.3366
H34 -15.5477 1.6232 -13.0280
H35 -15.5001 2.0796 -11.3844
H36 -15.1694 4.2419 -11.8650
C10 -11.7202 3.4600 -6.9535
O10 -10.8042 2.4650 -6.4970
H37 -11.2892 4.0808 -7.7390
H38 -12.7058 3.2521 -7.3700
H39 -11.8891 4.1523 -6.1287
H40 -11.2413 1.6768 -6.1662